a) Below is a 2-piece molecular cluster, C5H6Si overall, with properties calculated with the ωB97M-V functional and the def2-TZVPD basis.

The geometry in XYZ format:
```
12
C5H6Si, DFT the ωB97M-V functional and the def2-TZVPD basis
C -0.53086 0.40641 -1.90345
C -1.16163 1.38418 -1.28572
C 1.29523 -1.34722 1.05184
C 0.04040 -1.79748 1.14785
C -0.06151 0.97523 -0.50199
Si 0.14969 0.07103 1.09432
H -0.50908 -0.40186 -2.60305
H -1.85070 2.15415 -1.37250
H 2.31323 -1.56925 1.16297
H -0.35019 -2.80048 1.39036
H 0.97701 2.33863 -0.57275
H -0.31159 0.58665 2.39212
```

Results
HOMO level = -8.387 eV
Net charge = 0
Orbital gap = 0.33616 Ha


b) Below is a 2-piece molecular cluster, C5H6Si overall, with properties calculated with the ωB97M-V functional and the def2-TZVPD basis.

The geometry in XYZ format:
```
12
C5H6Si, DFT the ωB97M-V functional and the def2-TZVPD basis
C 2.25841 1.07280 -0.45415
Si 1.78788 -0.44267 -1.46391
C 2.56494 -0.06304 0.25310
H 2.45807 2.12653 -0.36411
H 2.88494 -0.40116 1.17442
C -1.41992 -0.92142 -0.45212
C -2.57093 -0.43292 -0.20658
C -1.35305 0.15481 0.58382
H -0.64307 -1.64677 -0.76197
H -3.65479 -0.41473 -0.18976
H -1.18842 -0.15369 1.58191
H -1.12406 1.12225 0.29935
```

Results
HOMO level = -9.051 eV
SMILES string = C1=[Si]=C1.C1=CC1
Net charge = 0
Orbital gap = 0.34306 Ha


Stability order, top to bottom: b), a)


a) Below is one molecule with the formula C3H5NO3S, with properties calculated with the ωB97M-V functional and the def2-TZVPD basis.

The geometry in XYZ format:
```
13
C3H5NO3S, DFT the ωB97M-V functional and the def2-TZVPD basis
O 2.89881 -0.24124 -0.02766
C 1.70042 -0.05481 -0.02977
N 1.01941 -1.27379 -0.17849
S -0.66341 -1.61642 -0.35722
C -1.46116 -0.42800 0.54370
O -1.57547 0.90448 -0.10403
C -0.29752 1.27323 -0.61131
O 0.86864 1.00305 0.20779
H 1.37667 -1.96090 0.56431
H -2.58330 -0.56941 0.71740
H -0.83393 -0.12414 1.45240
H -0.08678 2.43895 -0.64221
H -0.36238 0.64898 -1.53491
```

Results
HOMO level = -9.469 eV
SMILES string = O=C1NSCOCO1
Net charge = 0
Orbital gap = 0.36627 Ha


b) Below is one molecule with the formula C3H5NO3S, with properties calculated with the ωB97M-V functional and the def2-TZVPD basis.

The geometry in XYZ format:
```
13
C3H5NO3S, DFT the ωB97M-V functional and the def2-TZVPD basis
O 2.48276 0.21875 1.80767
C 1.21329 0.08573 1.36965
O 0.00551 0.73545 1.67006
C 0.86525 -0.89249 0.21804
S 1.10437 -0.22606 -1.52377
C -0.44257 0.72259 -1.65585
N -1.72085 0.45417 -1.51825
O -1.87075 -0.77219 -1.06684
H 0.10786 1.55312 2.31859
H -0.14012 -0.99236 0.34945
H 1.55154 -1.74297 0.51519
H -0.42740 1.64380 -2.08611
H -2.72889 -0.78755 -0.39784
```

Results
HOMO level = -9.295 eV
SMILES string = O=C(O)CS/C=N\O
Net charge = 0
Orbital gap = 0.34589 Ha


Stability order, top to bottom: a), b)


a) Below is a 2-piece molecular cluster, C20H21N2O overall, with properties calculated with the ωB97M-V functional and the def2-TZVPD basis.

The geometry in XYZ format:
```
44
C20H21N2O, DFT the ωB97M-V functional and the def2-TZVPD basis
C -0.88713 3.92782 4.59798
C -1.44250 3.62307 3.35488
C -1.24698 2.36602 2.76308
C -0.46785 1.43310 3.45800
O -0.07408 0.22850 2.84677
C 0.79000 0.31635 1.76510
C 2.15906 0.09189 1.97554
C 3.04291 0.27915 0.93368
C 2.64497 0.69345 -0.36709
C 3.68212 0.91931 -1.33959
C 3.44927 1.34009 -2.71124
C 4.37962 0.99052 -3.71095
C 4.12801 1.31984 -5.05748
C 2.94774 1.97626 -5.41776
C 2.06377 2.38872 -4.42076
C 2.32786 2.11957 -3.06990
C 1.22802 0.74451 -0.57073
C 0.32785 0.63304 0.48688
C 0.04370 1.69106 4.73403
C -0.13504 2.96584 5.27318
H -1.02106 4.92252 5.01476
H -2.04780 4.34692 2.80746
H -1.65748 2.09804 1.77747
H 2.49868 -0.14318 2.98396
H 4.10437 0.11353 1.13711
H 4.57208 0.34935 -1.17857
H 5.30697 0.45730 -3.44963
H 4.86413 1.07418 -5.81847
H 2.73781 2.20256 -6.47049
H 1.16740 2.94525 -4.67223
H 1.66607 2.51838 -2.29935
H 0.79400 0.91560 -1.56240
H -0.73656 0.82599 0.34558
H 0.61884 0.90980 5.24690
H 0.30708 3.19284 6.23864
C 7.07013 3.78607 -1.22538
N 6.48250 2.47408 -1.07104
N 5.16800 2.32052 -0.68893
H 7.87228 3.67284 -1.95117
H 6.37601 4.55405 -1.57629
H 7.55386 4.09645 -0.28949
H 7.07257 1.82436 -0.56598
H 4.49740 3.03531 -0.97012
H 4.99853 1.69206 0.09467
```

Results
HOMO level = -11.403 eV
Net charge = +1
Orbital gap = 0.24596 Ha


b) Below is a 2-piece molecular cluster, C20H21N2O overall, with properties calculated with the ωB97M-V functional and the def2-TZVPD basis.

The geometry in XYZ format:
```
44
C20H21N2O, DFT the ωB97M-V functional and the def2-TZVPD basis
C -1.21868 1.06036 3.17094
C -1.00432 -0.45630 3.11608
C 0.42215 -0.71377 2.66960
N 0.94449 0.58537 2.14132
N 2.26192 0.80144 2.41057
C 3.12884 0.12506 3.06273
C 0.03575 1.73438 2.68877
H -2.04162 1.33690 2.50433
H -1.45310 1.41751 4.17374
H -1.18323 -0.92834 4.08598
H -1.69055 -0.88538 2.36715
H 1.06150 -1.03153 3.51847
H 0.49026 -1.50349 1.90165
H 4.17169 0.47787 2.98282
H 2.94520 -0.73540 3.74187
H -0.14804 2.47543 1.91053
H 0.63053 2.22639 3.48387
C -4.58520 0.38354 -3.36489
C -4.16606 1.38523 -2.48553
C -2.89025 1.34132 -1.92907
C -2.00639 0.27109 -2.21737
C -0.71637 0.16451 -1.55981
O 0.00535 -0.89506 -2.00730
C 1.29603 -1.11322 -1.55532
C 1.89740 -0.22876 -0.63686
C 3.27600 -0.41084 -0.37044
C 3.98704 -1.41918 -1.00721
C 3.35502 -2.25814 -1.94395
C 2.00436 -2.10080 -2.23561
C 1.11114 0.83353 -0.10469
C -0.17520 1.04092 -0.62070
C -2.41857 -0.69509 -3.15987
C -3.69952 -0.65088 -3.71259
H -5.58936 0.40917 -3.80193
H -4.83716 2.20829 -2.23490
H -2.54535 2.12996 -1.25662
H 3.78075 0.29061 0.30288
H 5.05146 -1.56342 -0.80250
H 3.91459 -3.05138 -2.44991
H 1.48855 -2.70219 -2.98272
H 1.62617 1.66590 0.38639
H -0.77224 1.89857 -0.29994
H -1.74355 -1.49573 -3.46047
H -4.00143 -1.42444 -4.41947
```

Results
HOMO level = -11.609 eV
Net charge = +1
Orbital gap = 0.26922 Ha


Stability order, top to bottom: b), a)


a) Below is a 2-piece molecular cluster, C3H10S2 overall, with properties calculated with the ωB97M-V functional and the def2-TZVPD basis.

The geometry in XYZ format:
```
15
C3H10S2, DFT the ωB97M-V functional and the def2-TZVPD basis
C -0.55226 3.26453 0.10091
S -1.90697 2.06464 0.40270
C -1.41441 1.28865 2.03764
H 0.04786 2.97684 -0.79319
H 0.16727 3.19274 0.94256
H -1.04167 4.15286 -0.22129
H -0.88681 0.25010 1.90383
H -0.91166 2.02729 2.66374
H -2.43902 1.13927 2.78672
C 1.35037 -3.79786 -1.71103
S 1.26297 -2.00725 -1.69984
H 1.87707 -4.14771 -2.62470
H 1.73077 -4.14811 -0.71712
H 0.20158 -4.36227 -1.68497
H 2.51489 -1.89373 -1.38594
```

Results
HOMO level = -8.394 eV
SMILES string = CSC.CS
Net charge = 0
Orbital gap = 0.34094 Ha


b) Below is a 2-piece molecular cluster, C3H10S2 overall, with properties calculated with the ωB97M-V functional and the def2-TZVPD basis.

The geometry in XYZ format:
```
15
C3H10S2, DFT the ωB97M-V functional and the def2-TZVPD basis
C -2.43389 0.12849 -0.83473
S -1.91853 -1.02228 0.45642
C -1.08250 0.09186 1.66851
H -1.64414 -0.00205 -1.57553
H -2.46327 1.14021 -0.43537
H -3.37853 -0.18046 -1.27520
H -0.08841 -0.23504 1.96829
H -0.99619 0.99886 1.07159
H -1.69503 0.11932 2.56561
C 2.49406 1.55845 -0.99413
S 2.36063 -0.15368 -0.32723
H 3.11828 1.42825 -1.87417
H 1.48584 1.83096 -1.29659
H 2.89416 2.23235 -0.25512
H 1.88475 0.30349 0.85745
```

Results
HOMO level = -8.309 eV
SMILES string = CSC.CS
Net charge = 0
Orbital gap = 0.33453 Ha


Stability order, top to bottom: b), a)


a) Below is a 2-piece molecular cluster, C2H6Br2Si overall, with properties calculated with the ωB97M-V functional and the def2-TZVPD basis.

The geometry in XYZ format:
```
11
C2H6Br2Si, DFT the ωB97M-V functional and the def2-TZVPD basis
C 1.26177 0.66029 1.88809
C -1.44254 -1.27824 -2.30765
Si -0.77621 0.22224 -1.66281
Br -0.95212 -2.48726 -0.88061
Br -2.05449 0.74768 0.04681
H 1.54453 -0.39999 2.13888
H 0.12487 0.71139 1.89902
H 1.74300 0.84328 0.87351
H 1.75218 1.10335 2.74733
H -1.33295 -1.55549 -3.35263
H 0.13195 1.43274 -1.38992
```

Results
HOMO level = -8.043 eV
Net charge = 0
Orbital gap = 0.25274 Ha


b) Below is one molecule with the formula C2H6Br2Si, with properties calculated with the ωB97M-V functional and the def2-TZVPD basis.

The geometry in XYZ format:
```
11
C2H6Br2Si, DFT the ωB97M-V functional and the def2-TZVPD basis
C 0.20590 1.27732 -0.27383
Si 0.56038 -0.60589 -0.52195
Br 2.60266 -1.37080 0.16169
C -0.71218 -1.52915 0.56423
Br -2.59246 -1.07747 0.14821
H 0.56379 1.71129 0.71170
H 0.57873 1.68993 -1.15289
H -0.85835 1.29734 -0.35906
H 0.30201 -0.98996 -1.94408
H -0.59336 -1.30232 1.67822
H -0.59581 -2.56155 0.56272
```

Results
HOMO level = -10.148 eV
SMILES string = C[Si@@H](Br)CBr
Net charge = 0
Orbital gap = 0.39249 Ha


Stability order, top to bottom: b), a)


a) Below is an isolated ion of composition C7H8N and charge +1, with properties calculated with the ωB97M-V functional and the def2-TZVPD basis.

The geometry in XYZ format:
```
16
C7H8N, DFT the ωB97M-V functional and the def2-TZVPD basis
C -1.68946 0.21702 0.89641
C 0.11400 2.44887 0.41203
C -1.35083 2.45781 1.02006
C -1.14813 -0.90365 0.89315
C 0.55969 1.46572 -0.20835
C -0.72612 -2.25293 0.76586
C 1.09787 0.42158 -0.99336
N -1.99847 1.41944 1.22514
H 0.77511 3.26279 0.68521
H -1.81493 3.36554 1.31656
H -0.74358 -2.52607 -0.29551
H -1.42182 -2.74327 1.40626
H 0.21426 -2.32005 1.23620
H 1.93352 0.70875 -1.64288
H 0.30365 0.48904 -1.73977
H 1.03218 -0.52800 -0.56656
```

Results
HOMO level (alpha / beta) = -13.380 / -13.380 eV
Net charge = +1
Orbital gap (alpha / beta) = 0.26300 / 0.26290 Ha


b) Below is an isolated ion of composition C7H8N and charge +1, with properties calculated with the ωB97M-V functional and the def2-TZVPD basis.

The geometry in XYZ format:
```
16
C7H8N, DFT the ωB97M-V functional and the def2-TZVPD basis
C -3.13877 -1.31322 0.19543
C -2.08736 -0.78257 -0.08831
C -0.89811 0.01685 -0.44327
C 0.46578 -0.29207 -0.01150
C 1.45823 -1.11817 -0.02108
C 2.53003 -1.81056 0.07447
N -0.15899 0.87676 0.56976
C 0.29217 2.19388 -0.15163
H -3.95032 -1.97057 0.30918
H -1.24153 0.33464 -1.43907
H 2.55407 -2.81234 0.44697
H 3.46462 -1.45677 -0.29143
H -0.49784 0.83563 1.56675
H -0.66714 2.66551 -0.10936
H 1.08096 2.57095 0.57743
H 0.79421 2.06206 -1.18434
```

Results
HOMO level = -14.104 eV
SMILES string = C#C[C@@H]1C(=C=C)[N@H+]1C
Net charge = +1
Orbital gap = 0.38356 Ha


Stability order, top to bottom: a), b)